DFT (ωB97M-V with the def2-TZVPD basis set) results for 40 unconnected molecules or ions with the total composition H80O40 in a non-equilibrium geometry.

The geometry in ORCA input format:
```
! RIJCOSX wB97M-V def2-TZVPD def2/J DEFGRID3
* xyz -1 2
H 3.027 -2.469 -0.652
H 1.412 -2.629 -0.828
O 2.304 -2.966 -1.032
H -1.567 3.088 -4.399
H -0.429 1.803 -3.959
O -1.186 2.368 -3.915
H -3.335 -0.059 3.419
H -2.049 0.212 2.567
O -2.767 0.629 3.082
H 1.642 1.707 -1.035
H 2.304 2.495 -2.105
O 2.526 1.867 -1.390
H 4.218 3.602 3.860
H 3.069 4.249 3.033
O 3.263 3.703 3.808
H 3.074 -1.103 1.521
O 3.632 -0.507 0.981
H 3.264 -5.019 2.690
O 2.321 -4.960 2.829
H 3.569 3.249 -0.932
H 3.617 3.223 0.527
O 4.117 3.616 -0.203
H 2.186 1.085 -5.360
H 2.279 2.537 -5.996
O 1.712 1.786 -5.817
H -0.801 0.900 0.834
H 0.409 0.225 1.290
O 0.078 0.631 0.467
H -2.372 -3.952 -3.183
H -1.842 -5.439 -3.175
O -2.213 -4.739 -3.714
H -1.481 -0.134 5.041
O -1.516 0.622 5.623
H 0.886 -3.362 5.242
H 0.424 -4.000 3.886
O 0.603 -3.174 4.343
H -5.472 0.706 -4.030
H -4.431 -0.570 -4.442
O -5.162 -0.186 -3.887
H 5.024 1.179 -3.754
H 3.827 0.400 -3.229
O 4.123 0.943 -3.992
H -2.819 -0.141 -1.022
H -3.676 -1.050 -1.858
O -3.681 -0.612 -0.999
H -3.270 -1.059 5.330
H -2.287 -0.938 4.140
O -2.472 -1.442 4.954
H 2.280 -2.437 3.585
H 3.578 -1.770 3.821
O 3.082 -2.171 3.096
H 5.536 0.354 1.055
O 5.858 1.187 0.679
H -0.022 -1.493 -2.747
H -1.239 -0.501 -2.848
O -0.946 -1.432 -3.013
H 1.087 0.091 -2.994
O 1.885 -0.343 -2.679
H -4.202 1.903 -3.083
H -4.672 1.770 -1.572
O -4.544 2.363 -2.316
H 1.957 1.116 3.713
H 1.319 0.319 4.951
O 2.039 0.296 4.314
H -3.106 -1.366 -6.046
H -3.318 -2.483 -4.978
O -3.635 -1.631 -5.288
H 4.474 -0.560 -0.679
H 4.570 0.842 -0.714
O 4.468 0.129 -1.384
H -1.456 -1.736 0.888
H -2.953 -1.582 1.326
O -2.043 -1.239 1.469
H -0.001 -1.254 0.169
H 0.702 -1.991 1.248
O 0.238 -2.180 0.415
H -3.334 3.961 0.752
H -4.451 3.726 -0.265
O -4.258 4.165 0.569
H -0.642 -1.563 3.286
H 0.787 -0.887 3.584
O 0.054 -0.994 2.952
H 0.417 4.145 -0.880
H 0.870 3.960 -2.416
O 0.147 3.923 -1.775
H -4.875 -4.604 -1.193
H -4.024 -5.258 -2.449
O -4.205 -5.206 -1.508
H -2.065 2.158 4.226
O -1.928 2.999 3.762
H -2.032 2.823 1.870
H -2.923 1.665 1.459
O -2.110 2.121 1.196
H 6.716 0.910 0.336
H 3.162 0.340 0.989
H 1.800 -0.393 -1.722
H 1.964 -5.842 2.939
H -2.306 0.871 6.098
H -2.811 3.314 3.533
O 2.249 3.541 -3.464
H 1.933 3.152 -4.289
H 3.201 3.397 -3.403
O -4.644 -1.827 1.200
H -4.653 -1.523 0.266
H -5.149 -2.645 1.183
O -0.353 5.334 4.349
H -1.095 4.862 4.725
H 0.236 4.739 3.875
O 0.822 -2.921 -5.618
H 0.699 -2.305 -4.883
H 1.753 -2.903 -5.851
O -1.471 0.644 -1.552
H -0.675 0.638 -0.983
H -1.616 1.494 -2.003
O 2.244 -6.012 0.487
H 1.703 -6.738 0.143
H 1.735 -5.336 0.010
O 1.272 1.881 2.507
H 2.125 2.094 2.055
H 1.141 2.742 2.990
*
```

Its expectation value of S² is 0.7511. Its LUMO energy (alpha / beta) is 1.63 / 1.54 eV. The value obtained for the highest occupied orbital energy (alpha / beta) is -0.501 / -7.834 eV.

Atom charges from the Löwdin analysis, given in e for atoms 1 to 99: 0.01 -0.01 -0.07 0.05 0.02 -0.03 0.04 0.03 -0.09 0.03 0.00 -0.10 0.02 0.00 -0.09 0.02 -0.08 0.04 -0.07 -0.02 -0.03 -0.12 0.03 0.04 -0.05 0.03 0.03 -0.11 0.02 0.04 -0.05 -0.03 -0.07 0.07 0.05 -0.04 0.01 -0.02 -0.09 0.03 0.00 -0.09 0.00 0.04 -0.07 0.07 -0.01 -0.06 0.00 0.05 -0.07 0.02 -0.07 0.00 0.01 -0.08 0.02 -0.04 0.01 0.03 -0.05 0.01 0.03 -0.11 0.08 0.06 -0.02 0.02 0.01 -0.12 0.02 0.02 -0.08 0.03 0.05 -0.07 0.00 0.01 -0.06 0.02 0.01 -0.08 0.03 -0.02 -0.08 0.02 0.01 -0.06 0.01 -0.07 0.03 0.05 -0.07 0.05 0.03 0.03 0.03 0.05 0.06



DFT (ωB97M-V with the def2-TZVPD basis set) results for a molecular structure, C2H3Cl2NS in a non-equilibrium geometry.

The geometry in ORCA input format:
```
! RIJCOSX wB97M-V def2-TZVPD def2/J DEFGRID3
* xyz 0 1
C 0.691 0.040 0.559
C -0.762 0.139 -1.218
N -0.453 -0.030 0.132
S 1.311 -0.329 2.167
Cl 2.133 0.567 -0.337
Cl -0.349 -0.980 3.268
H -0.920 -0.756 -1.610
H 0.104 0.774 -1.654
H -1.756 0.576 -1.308
*
```

Its LUMO energy is -0.42 eV. The value obtained for the highest occupied orbital energy is -9.574 eV.

For each atom in turn, the natural (NBO) charge in e is: 0.09 -0.43 -0.41 0.33 -0.05 -0.15 0.21 0.19 0.21



DFT (ωB97M-V with the def2-TZVPD basis set) results for 2 unconnected molecules or ions with the total composition C18H18N2 in a non-equilibrium geometry.

The geometry in ORCA input format:
```
! RIJCOSX wB97M-V def2-TZVPD def2/J DEFGRID3
* xyz 0 1
C 0.054 -1.725 -4.399
C -0.704 0.000 -1.184
C -1.116 -0.498 -2.462
C -0.019 -1.342 -2.939
C 0.901 -1.412 -1.945
C -2.711 1.267 -1.276
C -1.537 0.959 -0.609
C -3.210 0.681 -2.435
C -2.355 -0.256 -2.995
N 0.461 -0.611 -0.862
H -3.173 2.126 -0.763
H -1.131 1.578 0.227
H -4.162 0.902 -2.878
H -2.543 -0.622 -3.990
H 1.116 -0.234 -0.191
H 1.752 -2.062 -1.842
H -0.607 -2.528 -4.707
H 1.106 -1.971 -4.645
H 0.020 -0.747 -4.892
C -1.604 0.382 3.506
C 0.623 0.058 2.259
C -0.470 0.851 2.703
C 1.629 0.948 1.784
C -0.142 2.163 2.321
C 0.989 -1.307 2.204
C 2.232 -1.824 1.886
C 3.162 -0.878 1.447
C 2.849 0.462 1.317
N 1.212 2.228 1.935
H 0.176 -2.025 2.308
H 2.317 -2.878 1.742
H 4.136 -1.228 1.099
H -1.211 0.024 4.501
H -2.040 -0.560 3.186
H -0.706 3.080 2.206
H 1.487 3.076 1.469
H 3.649 1.030 0.826
H -2.317 1.146 3.748
*
```

Its LUMO energy is 0.77 eV. As for the structure (SMILES): Cc1c[nH]c2ccccc12.Cc1c[nH]c2ccccc12. The value obtained for the highest occupied orbital energy is -7.608 eV.

For each atom in turn, the natural (NBO) charge in e is: -0.65 0.16 -0.11 -0.06 -0.05 -0.22 -0.26 -0.24 -0.20 -0.54 0.20 0.22 0.22 0.21 0.42 0.21 0.22 0.22 0.23 -0.63 -0.14 -0.06 0.19 -0.05 -0.16 -0.26 -0.20 -0.30 -0.55 0.21 0.22 0.21 0.22 0.23 0.21 0.41 0.22 0.23



ΔE to the lowest compared entry with this formula, charge and spin across the listed records, respectively: 55.06 17.55 40.60 kcal/mol.